76
Properties=species:S:1:pos:R:3:forces:R:3 method="wB97M-V/def2-TZVPD" homo_energy_ev=-5.0 molar_mass_da=679.42 total_energy_ev=-203457.9166 spin_multiplicity=1 orbital_gap_ev=2.3
C 0.72285 4.59346 2.03383 -0.430 0.209 0.211
O 1.04188 4.69308 3.39483 0.210 -0.156 -0.374
C 2.41049 4.42282 3.72061 0.346 0.192 0.483
C 2.53858 3.32983 4.79195 -0.444 1.010 -2.265
C 2.59650 1.97508 4.03994 0.213 0.002 0.674
C 1.89575 0.76962 4.69211 -0.026 0.591 0.004
C 0.48623 0.53010 4.13077 0.358 -0.092 0.283
C 0.30780 -0.84227 3.47612 -0.369 0.379 0.563
C -0.97375 -0.87686 2.63714 0.154 -0.036 -0.299
C -0.84333 -1.64265 1.29985 0.789 0.904 1.365
N -1.25451 -0.70804 0.18761 -0.791 -1.888 -0.943
C -2.73721 -0.55442 0.28095 -0.484 0.667 -0.022
C -3.51369 -0.29798 -1.02561 0.012 0.384 0.242
C -2.69817 -0.51791 -2.28465 0.285 0.282 -0.130
C -3.54480 -0.80480 -3.51925 0.203 0.026 -0.531
C -2.84167 -0.57958 -4.85989 0.059 -0.551 -0.280
C -3.48115 -1.36721 -6.01810 0.512 1.334 -0.433
O -4.47738 -0.58062 -6.66596 -0.452 -0.433 0.280
P -1.83770 1.14943 -2.61680 -1.214 1.078 -0.243
S -3.09725 2.53777 -3.12245 0.080 -0.170 -0.030
N -1.64866 -1.54718 -2.08162 -0.261 0.906 -0.305
Br -2.34969 -3.23724 -1.63129 0.066 -0.103 0.146
C -0.80544 -1.09533 -1.03725 0.645 -0.324 0.413
N 0.46332 -1.00909 -1.38645 -0.272 -0.139 0.136
C 0.86604 -1.43204 -2.73052 0.508 -0.334 -0.479
O 0.80904 -2.81925 -2.84953 -0.131 0.173 0.005
C 1.58861 -3.31929 -3.93676 -0.288 -0.469 0.209
C 1.54716 -0.49724 -0.54046 0.384 0.159 -0.056
C 2.64167 -1.57150 -0.33344 -0.117 -0.242 -0.055
O 2.08521 -2.86106 -0.27998 -0.098 0.251 0.114
C 3.49961 -1.31771 0.93307 0.221 -0.534 -0.584
F 4.78543 -1.52607 0.61542 0.441 0.056 -0.148
F 3.38933 -0.08417 1.38881 -0.178 0.593 0.215
F 3.20690 -2.18103 1.88629 -0.348 -0.048 0.533
H -0.07976 5.30355 1.81987 -0.034 0.018 0.012
H 0.33197 3.59375 1.79569 0.202 -0.093 -0.157
H 1.56164 4.84907 1.38159 0.090 -0.127 -0.028
H 2.86241 5.35754 4.06796 -0.162 0.088 0.119
H 2.98216 4.14085 2.82677 -0.154 -0.011 -0.154
H 3.44030 3.56459 5.34019 0.086 -0.346 0.139
H 1.71338 3.43896 5.49840 0.166 -0.077 -0.573
H 3.65597 1.73359 3.92495 0.033 0.016 -0.250
H 2.17636 2.16158 3.04571 0.053 -0.267 -0.159
H 1.81410 1.01734 5.74885 0.115 -0.189 0.121
H 2.54815 -0.10488 4.63066 -0.223 -0.214 -0.183
H 0.25729 1.31137 3.39800 -0.031 0.017 -0.036
H -0.22277 0.65439 4.95194 -0.233 -0.045 -0.134
H 0.27646 -1.57998 4.27919 0.110 -0.226 -0.150
H 1.19088 -1.04819 2.87916 0.118 -0.111 -0.252
H -1.17805 0.16439 2.38392 -0.168 0.012 -0.036
H -1.82562 -1.22785 3.21787 -0.019 -0.069 0.019
H -1.43370 -2.55740 1.28043 -0.207 0.081 -0.347
H 0.19846 -1.93168 1.19997 0.055 -0.010 -0.388
H -3.17990 -1.40457 0.79540 0.266 -0.234 -0.054
H -2.91879 0.30259 0.92599 0.204 -0.037 0.174
H -4.42667 -0.89146 -1.02320 0.100 -0.240 -0.140
H -3.85669 0.73879 -1.05174 -0.095 0.014 0.040
H -3.85781 -1.85022 -3.50422 -0.105 -0.015 0.354
H -4.43862 -0.18397 -3.49167 -0.056 -0.001 0.158
H -2.86777 0.46740 -5.16157 0.010 0.110 0.165
H -1.78546 -0.86783 -4.82172 -0.006 -0.159 0.243
H -3.92911 -2.30041 -5.68945 -0.054 -0.080 -0.095
H -2.69055 -1.53210 -6.75374 0.015 -0.580 0.074
H -4.03770 0.05491 -7.23525 -0.009 0.047 -0.011
H -1.22268 1.54549 -1.41685 0.443 -0.537 -0.031
H -0.84392 0.93347 -3.58092 0.275 -0.260 0.303
H 0.25379 -0.95048 -3.49350 -0.168 0.048 0.137
H 1.89531 -1.09638 -2.88482 0.011 0.191 0.215
H 2.41353 -3.90435 -3.52838 0.229 0.176 -0.086
H 1.94536 -2.53192 -4.59838 0.077 0.046 0.006
H 0.96889 -4.01041 -4.50427 -0.072 0.085 -0.105
H 1.20306 -0.05474 0.38849 -0.390 -0.234 0.041
H 2.01105 0.31398 -1.10368 -0.035 0.127 0.071
H 3.34408 -1.52079 -1.16537 0.046 0.162 -0.032
H 2.60747 -3.43802 -0.84245 -0.089 -0.177 0.066
Br 2.36544 2.60934 7.48089 0.021 -0.578 2.248